Formula: C5H9ClN2O2
Source: OMol25
Level of theory: wB97M-V/def2-TZVPD

XYZ file:
```
19
Properties=species:S:1:pos:R:3:forces:R:3:mulliken_charge:R:1
O -1.23551 -2.14519 -0.74138 0.1 -0.5 -1.3 -0.34
N -0.63628 -1.84873 0.22596 1.0 0.4 1.6 0.08
C 0.86430 -1.68097 0.13231 1.1 -2.4 -1.5 -0.41
C 1.43285 -0.57225 0.97525 1.4 -0.4 1.0 -0.58
C 1.25905 0.79908 0.33775 0.8 -1.4 -0.6 -0.28
O 0.04240 1.43740 0.51281 -2.2 0.7 0.0 -0.19
N -1.02025 0.75207 -0.13215 1.1 -0.3 -0.2 -0.31
C -2.17862 1.27666 -0.06889 4.5 0.8 0.6 -0.37
C -3.21344 0.61612 -0.76150 -1.7 -2.7 -0.8 -0.27
Cl -4.23892 -0.00673 0.60573 -0.6 0.1 -0.3 -0.20
H 1.35958 -1.86860 -0.94259 -1.5 1.2 1.8 0.33
H 1.28831 -2.57669 0.61759 -0.8 -0.3 0.1 0.31
H 1.26808 -0.68937 2.14301 -0.5 0.5 -2.5 0.30
H 2.56655 -0.72704 0.95367 -1.3 0.1 -0.2 0.30
H 1.97268 1.33097 0.91681 0.5 1.5 0.0 0.31
H 1.58757 0.71621 -0.76167 -0.6 0.3 1.5 0.30
H -2.27633 2.22039 0.42482 -0.6 0.5 0.4 0.51
H -2.94950 -0.34564 -1.34137 0.0 2.0 0.8 0.20
H -3.74070 1.35634 -1.33930 -0.7 -0.2 -0.3 0.33
```
Forces are in eV/Å.

The value obtained for the orbital gap is 0.335 Eh. The HOMO energy is -8.65 eV. As for the SMILES: O=NCCCO/N=C/CCl. For the electronic energy, the calculation gives -24922.9344 eV.